{"formula": "CNO4RbS2", "method": "ωB97M-V with the def2-TZVPD basis set", "symbols": ["Rb", "N", "S", "O", "S", "O", "O", "C", "O"], "coordinates": [[-0.853, 2.561, -0.214], [-0.224, -1.262, 1.884], [0.280, 0.037, 2.570], [0.209, 1.296, 1.725], [-0.874, -1.652, 0.473], [-0.738, -0.378, -0.512], [1.012, -1.290, -2.168], [0.535, -0.258, -1.815], [0.652, 0.947, -1.943]], "forces_ev_per_a": [[-0.1, -0.1, -0.5], [0.0, 0.5, 0.4], [-0.3, 0.4, -1.5], [0.3, -1.3, 1.5], [0.7, 1.5, -0.9], [-0.4, -1.3, 0.5], [-1.3, 0.3, 0.8], [1.9, 0.9, -0.6], [-0.9, -0.9, 0.3]], "spin_multiplicity": 1, "relative_energy_kj_mol": 8.83, "lumo_energy_ev": [-0.56, -0.56], "total_energy_ha": -1214.30208, "homo_energy_ev": [-7.979, -7.979], "homo_lumo_gap_ev": [7.42, 7.42], "charge": 0}

=====

{"formula": "CNOP", "method": "ωB97M-V with the def2-TZVPD basis set", "symbols": ["C", "N", "O", "P"], "coordinates": [[-0.385, 0.393, -0.355], [-1.197, 1.180, -0.502], [1.158, -1.441, 1.186], [1.337, -1.043, -0.199]], "forces_ev_per_a": [[3.3, -2.6, -0.1], [-1.2, 1.1, -0.1], [0.5, -0.3, -0.2], [-2.5, 1.8, 0.4]], "spin_multiplicity": 1, "relative_energy_kj_mol": 0.00, "lumo_energy_ev": -2.36, "total_energy_ha": -509.40193, "homo_energy_ev": -11.405, "homo_lumo_gap_ev": 9.04, "smiles": "N#CP=O", "charge": 0}

=====

{"formula": "CO2PS", "method": "ωB97M-V with the def2-TZVPD basis set", "symbols": ["C", "O", "O", "P", "S"], "coordinates": [[-1.020, -0.050, -0.037], [-1.261, -0.137, 1.077], [-1.190, -0.322, -1.194], [1.420, 1.167, 0.031], [2.050, -0.657, 0.123]], "forces_ev_per_a": [[-0.3, -1.2, -4.5], [-0.4, 0.4, 3.2], [0.6, 1.0, 1.3], [-0.6, 1.0, -0.1], [0.7, -1.1, 0.1]], "spin_multiplicity": 1, "relative_energy_kj_mol": 36.94, "lumo_energy_ev": [3.86, 3.87], "total_energy_ha": -928.17156, "homo_energy_ev": [-1.844, -1.848], "homo_lumo_gap_ev": [5.71, 5.71], "charge": -1}

=====

{"formula": "CO5S2", "method": "ωB97M-V with the def2-TZVPD basis set", "symbols": ["C", "O", "O", "O", "O", "O", "S", "S"], "coordinates": [[-0.332, -1.645, 0.109], [-1.229, 1.136, -1.076], [0.081, 1.171, 1.082], [0.840, -1.162, -0.057], [1.935, 1.219, -0.771], [-1.300, -0.899, 0.462], [1.577, 0.478, 0.354], [-1.413, 0.876, 0.361]], "forces_ev_per_a": [[0.1, -1.9, -0.1], [-0.7, -0.2, 2.3], [0.1, -0.6, -0.9], [1.9, 1.6, -0.4], [0.3, 0.9, -1.9], [-2.0, 1.7, 0.6], [-2.2, -1.1, 2.7], [2.7, -0.3, -2.2]], "spin_multiplicity": 1, "relative_energy_kj_mol": 212.22, "lumo_energy_ev": -0.80, "total_energy_ha": -1210.53535, "homo_energy_ev": -8.877, "homo_lumo_gap_ev": 8.08, "charge": 0}

=====

{"formula": "Ca2H22NO14", "method": "ωB97M-V with the def2-TZVPD basis set", "symbols": ["Ca", "Ca", "N", "O", "O", "O", "O", "H", "H", "O", "H", "H", "O", "H", "H", "O", "H", "H", "O", "H", "H", "O", "H", "H", "O", "H", "H", "O", "H", "H", "O", "H", "H", "O", "H", "H", "O", "H", "H"], "coordinates": [[-9.928, -2.446, -13.265], [-10.939, -8.168, -8.219], [-11.989, -3.484, -9.110], [-11.599, -2.832, -10.042], [-11.356, -4.542, -8.854], [-12.909, -3.140, -8.364], [-10.232, 1.218, -10.093], [-10.107, 0.901, -9.199], [-9.348, 1.264, -10.458], [-15.287, -5.213, -6.142], [-14.991, -4.444, -6.629], [-15.158, -4.979, -5.223], [-9.080, -5.422, -12.058], [-9.767, -5.921, -11.616], [-8.268, -5.707, -11.638], [-15.164, -1.045, -10.981], [-14.605, -1.443, -10.313], [-15.600, -1.786, -11.402], [-9.767, -3.562, -5.414], [-9.624, -2.703, -5.812], [-10.640, -3.505, -5.027], [-7.415, -2.055, -11.189], [-6.474, -1.990, -11.355], [-7.478, -2.369, -10.287], [-13.265, 0.198, -6.233], [-12.987, -0.182, -5.399], [-13.277, -0.541, -6.841], [-12.754, -0.599, -13.571], [-13.588, -0.559, -13.102], [-12.829, 0.070, -14.252], [-11.836, -7.838, -11.272], [-11.575, -8.268, -12.086], [-12.770, -7.660, -11.384], [-8.508, -6.598, -6.819], [-8.526, -5.663, -6.612], [-7.691, -6.913, -6.430], [-12.322, -4.466, -13.979], [-12.462, -5.157, -14.627], [-13.084, -4.521, -13.402]], "forces_ev_per_a": [[-1.0, -0.3, 1.2], [0.2, 1.4, 0.0], [-0.5, -1.2, 2.5], [0.5, 2.1, -2.8], [0.5, -2.0, 0.2], [0.0, 0.1, -0.6], [-0.1, -0.4, -0.4], [-0.1, 0.0, 0.4], [0.3, 0.3, 0.0], [0.2, -0.4, -0.2], [0.0, 0.3, -0.2], [-0.1, 0.1, 0.3], [-0.2, 0.5, -0.4], [-0.5, 0.1, 0.1], [0.5, 0.1, 0.0], [0.3, 0.2, -0.5], [0.2, 0.0, 0.4], [-0.4, -0.1, 0.0], [0.3, -0.5, -0.3], [0.1, 0.3, 0.0], [-0.2, 0.0, 0.2], [-0.8, -0.2, -0.7], [0.4, 0.2, -0.2], [-0.2, 0.0, 0.4], [0.1, 0.1, -0.1], [0.0, 0.0, 0.3], [-0.1, -0.2, -0.2], [1.1, -0.6, -0.2], [-0.4, -0.1, 0.6], [0.0, 0.3, -0.2], [0.5, 0.1, 1.1], [0.2, -0.4, -0.3], [-0.5, 0.2, 0.0], [-0.8, -0.8, -0.7], [-0.4, 0.7, 0.2], [0.3, -0.3, 0.2], [0.8, 0.4, 0.3], [0.0, -0.1, -0.4], [-0.3, 0.2, 0.2]], "spin_multiplicity": 1, "relative_energy_kj_mol": 706.63, "lumo_energy_ev": -11.46, "total_energy_ha": -2475.41238, "homo_energy_ev": -16.138, "homo_lumo_gap_ev": 4.68, "charge": 3}

=====

{"formula": "Ca2IZn", "method": "ωB97M-V with the def2-TZVPD basis set", "symbols": ["Ca", "Ca", "Zn", "I"], "coordinates": [[1.416, 1.569, 1.371], [-3.223, -0.773, 0.116], [2.148, -0.524, -1.381], [-0.342, -0.273, -0.106]], "forces_ev_per_a": [[0.8, 2.3, 2.4], [-3.2, -0.8, 0.0], [-0.4, -1.3, -1.4], [2.8, -0.2, -1.0]], "spin_multiplicity": 1, "relative_energy_kj_mol": 88.96, "lumo_energy_ev": -24.60, "total_energy_ha": -3429.61544, "homo_energy_ev": -31.878, "homo_lumo_gap_ev": 7.28, "charge": 5}

=====

{"formula": "Ca2IZn", "method": "ωB97M-V with the def2-TZVPD basis set", "symbols": ["Ca", "Ca", "Zn", "I"], "coordinates": [[7.659, -2.895, 6.202], [10.478, -4.430, 1.654], [6.057, -4.281, 3.048], [8.520, -3.449, 3.519]], "forces_ev_per_a": [[-0.1, 1.2, 3.7], [2.7, -1.0, -2.3], [-0.7, -0.4, -1.1], [-1.9, 0.3, -0.3]], "spin_multiplicity": 1, "relative_energy_kj_mol": 59.93, "lumo_energy_ev": -24.07, "total_energy_ha": -3429.62649, "homo_energy_ev": -32.569, "homo_lumo_gap_ev": 8.50, "charge": 5}

=====

{"formula": "Ca3H16NO11", "method": "ωB97M-V with the def2-TZVPD basis set", "symbols": ["Ca", "Ca", "Ca", "N", "O", "O", "O", "O", "H", "H", "O", "H", "H", "O", "H", "H", "O", "H", "H", "O", "H", "H", "O", "H", "H", "O", "H", "H", "O", "H", "H"], "coordinates": [[3.648, -0.658, -3.060], [-0.042, -5.378, 1.484], [-3.565, 2.769, -2.042], [-0.551, -0.625, -0.054], [-1.250, 0.342, 0.162], [0.202, -0.539, -1.059], [-0.620, -1.618, 0.665], [2.598, -3.579, 2.664], [3.429, -3.865, 3.044], [2.776, -2.697, 2.336], [-0.399, 4.406, -1.493], [-0.109, 4.523, -0.589], [-0.155, 5.222, -1.931], [0.614, 3.777, 1.792], [1.365, 3.310, 2.159], [-0.109, 3.152, 1.849], [-4.319, -0.064, 3.239], [-3.703, -0.771, 3.048], [-3.770, 0.716, 3.324], [-2.248, -5.020, -0.950], [-2.812, -4.437, -1.458], [-2.152, -5.799, -1.498], [2.769, 2.635, -2.800], [1.827, 2.807, -2.802], [3.159, 3.438, -2.454], [1.281, -0.299, -5.521], [1.455, -0.158, -6.452], [0.442, -0.759, -5.501], [0.010, -0.319, 5.014], [0.852, -0.380, 4.563], [-0.622, -0.131, 4.320]], "forces_ev_per_a": [[-0.7, 1.1, -0.6], [-0.3, 0.7, 0.1], [0.4, 0.4, 0.5], [0.4, 0.2, -1.1], [-1.8, 1.8, 0.7], [1.1, -1.1, -0.5], [0.6, -1.2, 0.3], [-0.9, -0.5, -0.7], [0.4, -0.3, 0.4], [0.0, 0.4, 0.1], [-0.8, -0.8, -0.5], [0.3, 0.0, 0.8], [0.0, 0.5, -0.2], [-0.2, 0.1, -0.7], [0.3, 0.1, 0.3], [-0.2, -0.2, 0.3], [-0.1, 0.0, -0.4], [0.1, -0.2, 0.1], [0.1, 0.3, 0.3], [1.1, -0.3, 0.8], [-0.3, 0.3, 0.0], [-0.2, -0.4, -0.3], [0.1, -1.2, -0.1], [-0.3, 0.1, 0.0], [0.4, 0.3, 0.1], [0.6, -0.1, 1.0], [0.2, 0.1, -0.5], [-0.3, -0.2, 0.0], [0.0, -0.2, 0.0], [0.3, 0.1, 0.1], [-0.3, 0.1, -0.1]], "spin_multiplicity": 1, "lumo_energy_ev": -15.66, "total_energy_ha": -2922.59561, "homo_energy_ev": -20.697, "homo_lumo_gap_ev": 5.04, "charge": 5}